Below is an isolated molecule of C4H7NO2 at a distorted geometry, with properties calculated with ωB97M-V/def2-TZVPD.

Cartesian coordinates (Å):
H 0.207 0.266 3.085
N -0.604 -0.009 2.529
C -0.464 0.276 1.311
C -1.461 -0.026 0.212
O -0.947 0.695 -0.899
C 0.441 0.687 -0.701
C 1.167 -0.598 -1.242
O 0.606 0.882 0.708
H -1.472 -1.102 -0.004
H -2.476 0.295 0.460
H 0.958 1.424 -1.272
H 2.258 -0.491 -1.386
H 0.772 -0.860 -2.232
H 1.015 -1.438 -0.569

Summary:
Molar mass   101.1 g/mol
Energy relative to the best compared isomer or geometry (same formula, charge and spin)   33.3 kcal/mol
Total energy   -361.82786 a.u.
Highest occupied orbital energy   -10.3 eV
SMILES string   [H]/N=C1/CO[C@H](C)O1

Below is an isolated molecule of C4H7NO2 at a distorted geometry, with properties calculated with ωB97M-V/def2-TZVPD.

Cartesian coordinates (Å):
C -1.540 -1.254 -0.323
C -0.560 -0.222 0.007
C 0.485 0.511 -0.016
C 1.974 0.470 0.009
O 2.376 -0.769 -0.537
N -0.588 0.805 0.984
O -1.557 1.781 0.500
H -2.389 -0.757 -0.802
H -1.122 -2.019 -0.975
H -1.888 -1.686 0.620
H 2.498 1.310 -0.462
H 2.233 0.473 1.071
H 1.927 -0.841 -1.394
H -1.851 2.199 1.320

Summary:
Molar mass   101.1 g/mol
Energy relative to the best compared isomer or geometry (same formula, charge and spin)   125.9 kcal/mol
Total energy   -361.68025 a.u.
Highest occupied orbital energy   -8.7 eV
SMILES string   CC1=C(CO)N1O